Entry 1:
48
Properties=species:S:1:pos:R:3:forces:R:3:lowdin_charge:R:1 method="wB97M-V/def2-TZVPD" gap_ev=8.464 molar_mass_g_mol=332.4 smiles=COc1cc2ncnc(NCCCN3CCOCC3)c2cc1OC energy_ev=-30104.594 largest_force_ha_per_bohr=0.2163 de_lowest_kj_mol=1795.0 e_lumo_ev=0.56
C -5.666226 -0.174347 -2.169834 4.19 -3.40 -5.22 -0.0524
H -6.452208 -0.765064 -2.500730 -1.74 -1.22 0.14 0.0823
O -4.951276 -0.760739 -1.207442 -5.55 -6.20 2.00 -0.0428
C -3.904009 -0.370542 -0.677644 1.78 0.41 3.16 -0.2403
C -3.328122 0.621872 -1.282076 5.15 1.60 4.46 0.0562
C -2.217086 1.206918 -0.523890 0.76 1.40 -1.38 -0.2795
N -1.706908 2.293902 -0.927111 0.18 6.58 -6.72 0.0922
C -0.536752 2.856074 -0.662042 -2.16 -3.71 4.05 -0.1465
N 0.096367 2.306337 0.378580 3.04 -0.04 0.23 0.1273
C -0.310921 1.129080 0.997134 -1.64 8.51 -6.97 -0.3749
N 0.239455 0.827497 2.072745 1.10 -8.04 5.21 0.0378
H -0.109600 -0.180973 2.271081 0.46 1.97 0.35 0.1736
C 1.603072 0.913376 2.404459 -1.30 8.80 4.57 -0.2771
H 1.706463 2.209635 2.200623 0.41 -3.56 0.29 0.1925
C 2.729239 0.223863 1.869377 0.93 -4.20 8.04 -0.2779
H 3.603452 0.599357 2.525213 -0.94 -0.44 -1.69 0.1677
C 2.854983 0.112305 0.522421 -0.96 6.72 -4.86 -0.3309
N 4.091022 -0.188741 0.073867 2.82 4.88 -4.22 -0.1618
C 4.467386 -1.454733 0.072812 -6.15 -6.88 4.79 -0.3162
C 5.761099 -1.836388 -0.187815 2.28 1.07 -5.56 -0.1318
O 5.974100 -1.500632 -1.729093 -1.21 1.75 4.03 -0.1552
C 5.655543 -0.023174 -1.639440 3.74 -3.42 -9.01 -0.2332
C 4.337930 0.356506 -1.338349 -3.57 -3.16 -0.12 -0.1399
H 4.135647 1.369680 -1.320939 -0.10 2.15 0.01 0.0881
H 3.635496 -0.104059 -2.311224 1.33 0.81 3.09 0.2071
H 6.032679 0.130024 -2.858136 -1.63 0.67 3.14 0.1941
H 6.486042 0.273135 -1.175356 2.56 2.20 2.66 0.0682
H 6.012782 -2.796546 -0.293443 0.11 -4.06 0.51 0.0896
H 6.415769 -1.398388 0.472047 2.10 1.63 0.98 0.1092
H 4.278939 -1.882218 1.255023 0.37 0.87 -2.75 0.1965
H 3.663277 -2.038560 -0.523633 1.24 -0.04 0.47 0.1679
H 2.625560 1.278790 0.016085 0.61 -2.60 1.66 0.1966
H 2.046209 -0.304043 0.053101 -2.17 -2.22 -1.26 0.1110
H 2.595449 -0.913228 2.330371 0.47 2.09 -0.90 0.1699
H 1.545702 1.019350 3.615876 0.75 -0.91 -2.79 0.1643
C -1.523830 0.805537 0.542443 -4.31 -9.70 1.39 -0.0942
C -2.168994 -0.542680 0.817539 4.45 -1.16 8.19 0.0487
C -3.369519 -1.010268 0.711990 -2.10 4.23 -8.11 -0.2895
O -3.845335 -2.125452 1.055432 -2.13 -3.39 2.00 -0.0285
C -5.219780 -2.567276 0.849434 6.41 -6.15 5.05 0.0147
H -5.148197 -3.599694 1.613747 -0.99 3.27 -1.89 0.1859
H -5.309768 -2.998519 -0.029591 0.00 -1.89 -4.52 0.0266
H -5.989885 -2.000766 0.951039 -4.31 4.34 1.64 0.0271
H -1.838693 -1.250474 1.844862 0.29 1.91 -2.51 0.1819
H -0.176656 3.798223 -1.017194 -0.09 0.26 -0.62 0.0990
H -3.609592 1.292617 -1.965350 -1.53 1.72 -2.95 0.0799
H -5.929376 0.731972 -1.931146 -1.36 5.27 0.94 0.0564
H -4.926845 -0.281640 -3.089083 -1.54 1.29 0.98 0.1604

***

Entry 2:
48
Properties=species:S:1:pos:R:3:forces:R:3:lowdin_charge:R:1 method="wB97M-V/def2-TZVPD" gap_ev=9.122 molar_mass_g_mol=332.4 smiles="C(#C[C@@H]1CCCN1)c1cccnc1.CNC(=O)[C@H](CO)NC(C)=O" energy_ev=-30119.675 largest_force_ha_per_bohr=0.0418 de_lowest_kj_mol=339.8 e_lumo_ev=0.26
O -0.400138 -0.564852 -6.984675 -0.14 -0.12 -0.24 0.0364
O -0.247415 1.163141 -1.736005 0.16 0.94 0.17 0.0478
C 0.117927 0.256434 4.034954 -0.27 -1.20 -0.95 0.0359
C -0.182697 -0.678082 3.319781 0.39 1.11 0.61 0.0585
N 2.121769 3.153028 5.179973 -0.27 -0.35 -0.12 0.0590
O -1.909739 3.204763 -2.755327 -0.22 0.13 -0.26 -0.0501
C -0.118915 0.152492 -6.039013 1.11 -0.92 -1.18 -0.5705
C -0.614905 0.563899 -2.733905 0.04 0.29 0.13 -0.4455
C 1.441037 3.515142 6.278372 -0.42 -0.80 -0.44 -0.1462
C 1.675347 2.100138 4.469386 -0.14 0.62 0.87 -0.0817
C 0.295498 2.836391 6.704754 0.04 -0.14 -0.20 -0.0644
C -0.170266 1.742339 5.974865 0.34 0.55 0.25 -0.0229
C 0.536123 1.366996 4.832664 -0.01 0.06 0.03 -0.2319
N -0.752450 -0.765962 -2.626661 -0.37 -1.15 -0.56 0.0493
N 0.420068 -1.826616 1.278157 -0.01 0.86 -1.17 -0.0353
N -1.085480 0.626356 -5.254813 -0.70 1.12 1.70 0.0923
C 1.331035 0.485174 -5.747092 -0.36 0.05 0.05 0.0147
C -1.304812 -1.752110 -3.557283 0.22 0.34 -0.17 -0.0560
C 1.713796 -2.357781 1.725053 -0.33 0.00 0.04 -0.2058
C -0.480808 -1.815858 2.436056 0.33 -0.24 -0.12 -0.3487
C 1.348335 -3.366416 2.811433 0.47 -0.43 0.60 -0.1768
C -0.137911 -3.141268 3.104621 -0.26 -0.60 0.91 -0.1610
C -2.162539 2.251463 -3.766612 0.37 0.16 0.73 -0.2057
C -0.918502 1.387962 -4.008342 -0.03 -0.75 -0.72 -0.1883
H -1.452046 2.764970 -2.021197 0.07 -0.07 -0.11 0.0706
H 1.793439 4.364103 6.856137 0.17 -0.04 -0.22 0.1008
H 2.225399 1.808435 3.579418 0.04 0.16 0.11 0.1173
H -0.220774 3.165971 7.599530 0.03 -0.04 -0.08 0.0990
H -1.057782 1.195469 6.282274 0.17 0.08 -0.08 0.1182
H -0.472452 -1.109829 -1.719077 -0.01 0.25 0.02 0.1289
H 0.035324 -2.424972 0.550840 0.00 0.06 0.29 0.1011
H -2.020638 0.382614 -5.540094 -0.01 -0.09 -0.06 0.1484
H 1.960975 -0.006527 -6.487274 -0.21 0.01 0.07 0.0880
H 1.599735 0.134930 -4.752632 0.13 0.13 0.16 0.0833
H 1.475870 1.561284 -5.816438 0.14 0.10 0.17 0.0856
H -2.258494 -1.408763 -3.962191 0.10 -0.16 0.00 0.0831
H -1.473902 -2.694481 -3.034385 0.03 0.19 0.08 0.0862
H -0.604622 -1.937516 -4.373771 -0.21 -0.10 -0.07 0.0780
H 2.265006 -2.827092 0.903556 -0.20 0.28 0.02 0.1125
H 2.332789 -1.555366 2.142644 -0.19 -0.03 -0.20 0.1081
H -1.534467 -1.774432 2.138606 0.25 0.07 -0.15 0.1463
H 1.520924 -4.391274 2.468722 0.03 0.11 0.17 0.1025
H 1.953723 -3.191595 3.706584 -0.07 -0.20 -0.10 0.1066
H -0.730503 -3.943450 2.654106 -0.05 0.15 0.05 0.1090
H -0.342709 -3.127136 4.180364 -0.05 -0.11 -0.17 0.1132
H -2.423387 2.782012 -4.683697 0.08 0.00 0.06 0.1304
H -3.000465 1.617031 -3.472581 -0.24 -0.20 -0.12 0.1252
H -0.085300 2.078842 -4.139787 0.06 -0.08 0.20 0.1547

***

Entry 3:
50
Properties=species:S:1:pos:R:3:forces:R:3:lowdin_charge:R:1 method="wB97M-V/def2-TZVPD" gap_ev=6.488 molar_mass_g_mol=447.9 energy_ev=-41051.197 largest_force_ha_per_bohr=0.0093 de_lowest_kj_mol=56.3 e_lumo_ev=-0.02
Rb 0.893034 0.123975 0.234605 -0.14 0.25 0.38 0.8785
C -2.814661 0.306063 1.731679 0.09 -0.07 -0.03 -0.2091
C -2.722803 -0.475366 0.418470 0.19 0.06 -0.01 -0.2153
N -1.663083 -1.477783 0.448611 -0.14 -0.18 -0.19 -0.1254
C -1.886329 -2.589746 1.363732 -0.01 0.07 0.08 -0.2738
C -0.629679 -3.005752 2.123056 0.06 0.10 0.02 -0.4515
S 0.256349 -1.693575 3.028960 -0.04 -0.13 0.06 0.8216
C -1.045553 -0.856052 3.982652 0.04 -0.06 -0.07 -0.4591
C -1.231331 0.610801 3.591829 0.06 -0.06 -0.04 -0.2933
N -1.508096 0.799377 2.173364 -0.19 0.20 0.08 -0.1135
H -3.231291 -0.332913 2.512528 -0.01 0.00 0.00 0.1007
H -3.538466 1.118240 1.602248 0.01 -0.01 -0.01 0.1203
H -2.476288 0.227454 -0.383385 -0.03 -0.04 -0.02 0.1124
H -3.711612 -0.896987 0.182723 -0.02 0.04 0.04 0.1194
H -1.496534 -1.829013 -0.489302 0.04 0.06 0.05 0.1062
H -2.274021 -3.476472 0.846474 0.04 0.01 0.01 0.1242
H -2.662506 -2.311616 2.079454 0.01 -0.02 -0.01 0.0957
H 0.121285 -3.374159 1.420532 0.01 0.00 0.01 0.0776
H -0.859901 -3.821263 2.810660 -0.04 0.01 -0.02 0.0754
H -0.773623 -0.909238 5.037048 -0.01 0.03 0.00 0.0719
H -1.968221 -1.425523 3.874851 0.00 0.03 0.00 0.0655
H -0.304382 1.142757 3.821230 -0.02 0.02 -0.01 0.1138
H -2.013251 1.041270 4.236893 0.00 -0.05 0.03 0.1180
H -1.417357 1.782387 1.949051 0.02 -0.03 -0.04 0.0996
O 0.402445 -1.633925 -3.078290 0.08 -0.09 -0.01 -0.1740
N 1.116959 -1.475223 -2.059509 0.22 0.14 -0.10 -0.1801
N 2.346411 -1.066439 -2.202312 -0.26 -0.10 0.01 -0.2840
O 3.000774 -0.786750 -1.077819 0.10 -0.18 -0.15 -0.3785
C 3.049224 -0.845375 -3.430732 -0.03 -0.03 -0.02 -0.1485
C 2.586943 -1.236698 -4.691126 0.07 0.06 0.13 -0.0171
C 3.385227 -1.001009 -5.802555 -0.03 -0.01 -0.05 -0.0920
C 4.618629 -0.382167 -5.685472 0.01 0.00 -0.06 -0.1075
C 5.069903 -0.002070 -4.430455 0.00 0.02 0.11 -0.0909
C 4.298020 -0.234029 -3.304904 -0.02 -0.01 -0.16 -0.0207
H 1.629585 -1.712678 -4.787433 -0.02 -0.01 -0.03 0.0850
H 3.026862 -1.310935 -6.776392 0.00 0.00 0.00 0.0991
H 5.226924 -0.201949 -6.562822 -0.01 -0.01 0.00 0.0957
H 6.036423 0.473516 -4.319616 0.00 0.00 -0.01 0.0983
H 4.635939 0.030769 -2.316632 -0.01 0.00 0.03 0.1001
C 0.986310 5.403262 -1.836029 0.02 0.00 0.01 -0.0642
C 1.732575 5.022852 -0.732141 -0.02 0.00 -0.02 -0.0575
C 1.378592 3.860894 -0.066131 0.02 0.01 -0.02 -0.1525
N 0.356354 3.086577 -0.430187 0.01 -0.01 0.08 -0.0082
C -0.352196 3.465085 -1.492190 -0.03 0.00 -0.06 -0.1451
C -0.079238 4.609243 -2.225592 0.01 0.00 0.02 -0.0566
H 1.237108 6.300971 -2.385441 -0.01 0.00 -0.01 0.1097
H 2.575880 5.610089 -0.397482 0.01 -0.01 0.02 0.1063
H 1.948055 3.530708 0.796328 0.00 0.01 0.00 0.1082
H -1.173234 2.815665 -1.776117 0.00 0.01 -0.01 0.1088
H -0.683701 4.863700 -3.084514 -0.02 -0.01 -0.01 0.1066